Below is a structure of composition C10H44F6O12P, with properties calculated with the ωB97M-V functional and the def2-TZVPD basis.

Its charge is -1. As for the spin multiplicity: 1. For the max |F|, the calculation gives 19.0 eV Å⁻¹. The calculation puts the LUMO energy at 2.59 eV. The value obtained for the HOMO energy is -0.184 Eh. The orbital gap comes out at 7.59 eV.

Each line ends with the Löwdin charge.
CARTESIAN COORDINATES (ANGSTROEM)
P 0.09432 -0.15561 -0.60264  0.730
F 1.04516 -1.51178 -0.42396  -0.051
F 0.97345 0.28917 -1.94908  -0.197
F -0.98879 -0.79096 -1.55042  -0.156
F -0.88324 1.28562 -0.71165  0.066
F -0.78340 -0.61621 0.77892  -0.282
F 1.04067 0.58775 0.50014  0.009
C 4.01928 2.78650 0.20574  -0.051
C 3.53561 1.39208 -0.05697  -0.265
O 2.38058 1.27678 -0.78606  -0.048
H 4.98445 2.85573 0.70748  0.079
H 3.29648 3.28887 0.84861  0.067
H 4.17092 3.31257 -0.73678  0.091
H 3.42078 0.80854 0.85648  0.121
H 4.38722 0.94124 -0.56648  0.130
H 1.76500 0.76544 -0.25579  -0.181
C 0.81499 -0.56915 3.73357  -0.062
C -0.57979 -0.17662 3.21698  -0.308
O -1.43319 0.14621 4.30323  -0.073
H 1.05884 0.07777 4.57627  0.076
H 1.47480 -0.45371 2.87367  0.040
H 0.99004 -1.60455 4.02582  0.067
H -0.90271 -0.89436 2.46287  0.072
H -0.48664 0.80994 2.76298  0.100
H -2.16172 0.64745 3.92960  0.077
C -2.62682 -0.02289 0.21792  -0.083
C -4.12681 0.51000 0.19250  -0.211
O -4.93380 -0.67585 0.43900  -0.105
H -2.51835 -0.74711 1.02528  0.060
H -1.89380 0.78138 0.28056  0.066
H -2.41882 -0.60031 -0.68287  0.082
H -4.40892 0.89736 -0.78651  0.100
H -4.28240 1.33564 0.88692  0.092
H -5.39672 -0.88650 -0.37520  0.069
C 0.51785 4.73488 0.88981  -0.086
C 0.51050 3.24842 0.54164  -0.327
O -0.35515 3.04972 -0.56932  -0.033
H 1.21615 4.82720 1.72165  0.057
H -0.47098 5.07525 1.19717  0.069
H 0.90227 5.33876 0.06782  0.071
H 0.30029 2.70272 1.46149  0.103
H 1.47033 2.90273 0.15780  0.071
H -0.70025 2.15427 -0.54356  -0.359
C -1.86249 -2.95465 0.74380  -0.104
C -0.86712 -3.60571 1.62224  -0.269
O -0.07688 -4.53568 0.89854  -0.073
H -2.57914 -2.60693 1.48785  0.102
H -2.42958 -3.58942 0.06294  0.117
H -1.60740 -2.12968 0.07862  0.040
H -1.33641 -4.25482 2.36152  0.122
H -0.30829 -2.81624 2.12479  0.104
H 0.76104 -4.63656 1.35604  0.105
O 0.15209 -1.59657 -3.55557  -0.063
H 0.77311 -2.25336 -3.87055  0.059
H 0.69894 -0.92619 -3.14598  0.010
O 0.00188 -3.04509 -1.03261  -0.058
H -0.43803 -3.58678 -0.37742  -0.003
H 0.16282 -2.21317 -0.58736  -0.148
O 2.40699 -1.01963 1.07269  -0.055
H 2.64819 -0.45264 0.34017  0.008
H 1.58896 -1.43314 0.79687  -0.023
O 2.26348 1.30115 -2.75942  0.007
H 3.11495 0.87497 -2.85739  0.094
H 2.21336 1.52647 -1.83047  -0.181
O -1.55801 -2.49282 -2.64390  -0.102
H -1.17895 -2.48117 -1.76503  -0.049
H -1.97283 -3.35253 -2.71498  0.047
O -1.70318 -0.25310 -3.09375  -0.073
H -1.08684 -0.11201 -2.37512  -0.185
H -1.94058 0.62800 -3.38279  0.048
O 0.35368 0.82417 -3.68370  -0.077
H 0.73454 1.15482 -4.49724  0.063
H 1.05380 0.91380 -3.03715  -0.149